[1]
Density functional theory data (ωB97M-V/def2-TZVPD) for a molecular structure, C37H44N3OP3S2Tc at a distorted geometry.

Each line ends with the Löwdin charge.
Element x y z (Å)
Tc 0.487 -1.769 -0.445  0.938
S -1.783 -1.956 -1.308  0.385
P -1.275 -0.194 -2.238  0.565
C 0.317 -0.038 -1.457  -0.619
P 2.005 0.222 -1.975  0.596
S 2.731 -1.561 -1.254  0.404
C 2.320 0.339 -3.753  -0.346
C 1.851 1.433 -4.472  -0.083
C 2.157 1.533 -5.816  -0.054
C 2.922 0.554 -6.433  -0.042
C 3.362 -0.546 -5.715  -0.049
C 3.063 -0.660 -4.371  -0.099
C 2.835 1.562 -1.065  -0.341
C 4.031 1.279 -0.408  -0.105
C 4.703 2.285 0.261  -0.054
C 4.203 3.577 0.264  -0.046
C 3.015 3.860 -0.396  -0.056
C 2.325 2.857 -1.056  -0.084
C -2.596 0.964 -1.802  -0.380
C -2.416 2.138 -1.087  -0.093
C -3.529 2.874 -0.708  -0.068
C -4.806 2.430 -1.024  -0.039
C -4.977 1.267 -1.763  -0.044
C -3.875 0.536 -2.159  -0.099
C -1.199 -0.323 -4.036  -0.359
C -0.698 -1.477 -4.627  -0.087
C -0.634 -1.552 -6.005  -0.048
C -1.049 -0.478 -6.780  -0.041
C -1.533 0.677 -6.183  -0.052
C -1.611 0.760 -4.805  -0.080
H 1.262 2.191 -3.976  0.107
H 1.807 2.374 -6.390  0.118
H 3.177 0.643 -7.477  0.119
H 3.941 -1.315 -6.201  0.118
H 3.412 -1.510 -3.800  0.065
H 4.432 0.275 -0.426  0.067
H 5.624 2.063 0.781  0.117
H 4.739 4.360 0.781  0.119
H 2.633 4.869 -0.390  0.115
H 1.398 3.074 -1.566  0.098
H -1.420 2.473 -0.840  0.102
H -3.406 3.803 -0.172  0.116
H -5.670 2.994 -0.705  0.119
H -5.968 0.937 -2.037  0.120
H -3.991 -0.367 -2.745  0.112
H -0.383 -2.309 -4.006  0.099
H -0.263 -2.447 -6.480  0.118
H -0.996 -0.541 -7.856  0.119
H -1.851 1.509 -6.790  0.118
H -1.993 1.647 -4.319  0.112
O 0.205 -1.832 1.549  -0.441
P -0.092 -1.307 2.940  0.631
N -1.317 -2.273 3.476  -0.187
C -2.052 -2.093 4.718  -0.186
C -2.938 -3.334 4.755  -0.148
C -3.342 -3.497 3.288  -0.147
C -2.104 -3.051 2.512  -0.197
N -0.473 0.310 2.870  -0.178
C -1.531 0.684 1.927  -0.202
C -1.860 2.120 2.309  -0.164
C -1.737 2.082 3.831  -0.146
C -0.520 1.182 4.052  -0.182
N 1.237 -1.411 3.922  -0.184
C 2.386 -0.593 3.520  -0.199
C 3.477 -1.088 4.457  -0.152
C 3.237 -2.599 4.494  -0.144
C 1.729 -2.761 4.243  -0.175
H -2.671 -1.186 4.684  0.119
H -1.359 -2.017 5.557  0.121
H -3.798 -3.216 5.406  0.120
H -2.355 -4.195 5.082  0.121
H -4.182 -2.846 3.048  0.116
H -3.619 -4.518 3.044  0.119
H -2.359 -2.451 1.631  0.069
H -1.509 -3.901 2.172  0.118
H -2.424 0.060 2.052  0.124
H -1.166 0.562 0.902  0.070
H -2.848 2.427 1.977  0.105
H -1.120 2.800 1.888  0.119
H -2.636 1.645 4.267  0.116
H -1.590 3.072 4.254  0.121
H -0.574 0.606 4.976  0.114
H 0.389 1.791 4.078  0.113
H 2.149 0.463 3.635  0.105
H 2.657 -0.776 2.469  0.113
H 3.329 -0.650 5.443  0.121
H 4.474 -0.838 4.105  0.117
H 3.528 -3.027 5.450  0.116
H 3.807 -3.093 3.708  0.114
H 1.198 -3.121 5.126  0.118
H 1.542 -3.454 3.414  0.112

Its spin multiplicity is 2. The frontier orbital gap (alpha / beta) comes out at 6.421 / 6.888 eV. Its expectation value of S² is 0.90. Its net charge is +2. For the maximum force, the calculation gives 3.06 eV/A. Its calculated total energy is -97326.0242 eV.

[2]
Density functional theory data (ωB97M-V/def2-TZVPD) for a molecular structure, C37H44N5O3PRbS at a distorted geometry.

Each line ends with the Löwdin charge.
Element x y z (Å)
Rb -19.550 9.892 2.938  0.733
C -14.562 8.009 0.223  0.092
C -15.041 7.901 1.523  -0.124
C -14.655 9.329 2.229  -0.184
C -13.511 10.120 1.957  -0.053
C -15.527 9.926 3.091  -0.156
C -15.455 11.467 3.374  -0.009
C -16.470 8.903 3.754  -0.167
C -17.075 9.305 5.104  -0.085
C -16.509 7.565 3.316  -0.190
C -17.610 6.791 4.085  -0.056
C -15.789 6.920 2.250  -0.333
C -15.630 5.649 2.059  0.214
H -13.823 8.826 -0.138  0.088
H -21.867 0.302 -1.006  0.000
H -14.574 7.203 -0.355  0.007
H -12.790 9.584 1.901  -0.015
H -13.752 11.181 2.110  0.087
H -13.527 10.280 0.724  0.139
H -16.420 11.310 3.927  0.090
H -15.617 12.082 2.521  0.075
H -14.527 11.648 3.687  0.024
H -17.857 9.956 5.455  0.040
H -16.312 9.868 5.742  0.116
H -17.315 8.337 5.655  0.068
H -17.844 6.783 5.187  0.086
H -17.484 5.822 3.619  0.055
H -18.537 7.072 3.561  0.054
H -20.286 8.001 6.725  0.047
H -15.236 5.132 1.183  0.061
H -22.572 0.490 -1.076  0.000
O -19.681 11.792 7.040  -0.133
C -20.059 11.742 5.755  -0.562
O -19.212 11.818 4.784  -0.232
C -21.519 11.363 5.590  -0.256
C -22.295 11.515 6.713  -0.030
C -23.574 10.977 6.831  -0.050
C -24.069 10.262 5.729  -0.056
C -23.236 10.178 4.582  -0.088
N -21.945 10.656 4.576  0.071
H -21.841 12.001 7.625  0.130
H -24.103 10.904 7.763  0.093
H -24.841 9.625 5.675  0.043
H -23.500 9.704 3.721  0.075
O -14.902 11.259 -8.462  -0.132
N -15.430 11.078 -7.420  -0.323
C -14.870 11.871 -6.356  0.041
C -15.571 11.588 -5.010  -0.083
C -16.555 10.664 -4.936  -0.156
C -17.043 10.065 -6.062  -0.159
C -16.510 10.212 -7.262  -0.710
S -16.942 9.356 -8.788  0.280
H -14.151 12.591 -6.461  0.054
H -15.360 12.418 -4.359  0.064
H -16.957 10.384 -4.031  0.057
H -17.877 9.560 -5.835  0.063
C -20.896 7.853 5.881  0.113
C -21.504 7.279 5.071  -0.092
C -22.733 6.870 4.305  -0.214
C -24.013 7.079 4.643  -0.144
C -25.134 7.026 3.786  -0.113
C -24.830 6.534 2.475  -0.093
C -23.472 6.518 1.864  -0.021
C -22.321 6.755 2.805  0.054
H -23.892 7.674 5.537  0.092
H -26.167 7.538 4.086  0.136
H -25.782 6.755 1.887  0.096
H -23.308 6.165 0.962  0.020
H -21.350 7.061 2.185  0.083
C -20.577 6.634 -1.125  -0.291
N -20.081 6.902 0.298  -0.248
C -18.587 6.592 0.458  -0.177
N -17.893 7.219 -0.681  -0.128
C -18.463 6.652 -1.908  -0.281
N -19.766 7.000 -2.167  -0.177
C -19.819 8.569 -2.328  -0.302
P -19.427 9.583 -0.716  0.899
C -20.261 8.273 0.536  -0.611
C -17.713 8.758 -0.508  -0.343
H -21.660 6.997 -1.412  0.140
H -20.747 5.481 -1.044  0.123
H -15.116 15.704 0.661  0.012
H -18.516 5.423 0.414  0.148
H -18.547 7.302 1.278  0.060
H -18.410 5.613 -1.996  0.094
H -17.865 6.966 -2.922  0.168
H -20.812 8.994 -2.526  0.045
H -19.097 8.877 -3.141  0.063
H -20.024 -0.361 6.293  0.001
H -21.536 8.646 0.457  0.073
H -17.244 9.229 0.334  0.029
H -17.033 9.048 -1.391  0.085

Its spin multiplicity is 2. The frontier orbital gap (alpha / beta) comes out at 4.780 / 4.280 eV. Its expectation value of S² is 1.79. Its net charge is -2. For the maximum force, the calculation gives 12.69 eV/A. Its calculated total energy is -73426.0823 eV. The energy above the lowest of the compared OMol25 structures with the same formula, charge and spin is 24.994 eV.

The lowest maximum force belongs to which entry? C37H44N3OP3S2Tc

Which value of calculated total energy does entry 2 give? -73426.0823 eV

Look up the calculated total energy of the first one. -97326.0242 eV

Look up the net charge of the first one. +2